(1)
2 unconnected molecules or ions with the total composition C4H12S at a distorted geometry, computed with ωB97M-V with the def2-TZVPD basis set.

ORCA input file:
```
! RIJCOSX wB97M-V def2-TZVPD def2/J DEFGRID3
* xyz 0 1
C 1.75 -0.55 0.10
C 2.48 -1.06 -1.15
S 2.36 0.95 0.85
H 0.75 -0.43 -0.21
H 1.73 -1.25 0.88
H 2.34 -0.48 -1.97
H 1.47 1.80 0.46
H 2.14 -2.09 -1.39
H 3.53 -1.04 -1.06
C -1.61 0.62 0.26
C -3.09 0.40 0.48
H -1.18 0.10 -0.50
H -1.36 1.64 0.39
H -0.99 0.13 1.13
H -3.25 -0.59 0.71
H -3.62 0.95 -0.35
H -3.47 0.92 1.37
*
```

For the energy relative to the best compared isomer or geometry (same formula, charge and spin), the calculation gives 23.58 kcal/mol. The HOMO energy is -9.0354 eV. The frontier orbital gap comes out at 9.9 eV.

=====

(2)
A molecular structure, C48H55N5O6S3SeTi at a distorted geometry, computed with ωB97M-V with the def2-TZVPD basis set.

ORCA input file:
```
! RIJCOSX wB97M-V def2-TZVPD def2/J DEFGRID3
* xyz 2 1
Ti -0.61 -1.51 -0.55
C -2.04 -2.83 1.74
C -3.30 -2.18 1.20
N -2.98 -1.29 0.06
C -3.94 -1.36 -1.06
C -3.70 -2.60 -1.89
S -1.96 -2.72 -2.37
C -1.54 -4.35 -1.66
C -1.79 -4.43 -0.16
N -1.21 -3.27 0.59
H -2.28 -3.67 2.39
H -1.46 -2.11 2.31
H -3.79 -1.62 2.00
H -4.01 -2.94 0.86
H -2.97 -0.34 0.40
H -3.78 -0.47 -1.67
H -4.97 -1.35 -0.69
H -4.28 -2.55 -2.81
H -4.00 -3.51 -1.37
H -0.49 -4.48 -1.90
H -2.12 -5.11 -2.19
H -1.35 -5.35 0.22
H -2.85 -4.47 0.04
H -0.30 -3.62 0.92
C 4.99 -5.40 3.41
C 4.14 -4.29 2.85
C 2.79 -4.18 3.19
C 2.02 -3.16 2.67
C 2.60 -2.23 1.82
C 3.93 -2.32 1.45
C 4.69 -3.35 1.98
S 1.62 -0.95 1.10
O 2.36 -0.40 -0.07
C 1.65 0.35 2.33
C 1.74 -0.01 3.70
C 1.83 0.96 4.65
C 1.81 2.32 4.29
C 1.93 3.33 5.28
C 1.88 4.65 4.94
C 1.67 5.02 3.59
C 1.56 4.07 2.62
C 1.66 2.68 2.93
C 1.59 1.66 1.92
C 1.56 2.18 0.51
C 2.76 2.82 0.05
C 3.99 2.64 0.74
C 5.12 3.28 0.32
C 5.09 4.15 -0.80
C 3.93 4.32 -1.49
C 2.74 3.66 -1.09
C 1.53 3.86 -1.79
C 0.41 3.18 -1.42
C 0.44 2.33 -0.28
S -1.10 1.46 -0.19
O -0.84 0.09 0.57
C -2.11 2.33 0.95
C -1.68 2.77 2.19
C -2.60 3.38 3.03
C -3.93 3.56 2.64
C -4.92 4.20 3.57
C -4.33 3.11 1.39
C -3.43 2.50 0.54
H 4.43 -6.03 4.10
H 5.85 -4.99 3.94
H 5.38 -6.03 2.61
H 2.35 -4.90 3.86
H 0.97 -3.08 2.95
H 4.35 -1.60 0.77
H 5.74 -3.43 1.71
H 1.77 -1.05 3.99
H 1.93 0.69 5.69
H 2.08 3.03 6.31
H 2.00 5.41 5.69
H 1.60 6.07 3.32
H 1.38 4.38 1.59
H 4.04 1.97 1.58
H 6.05 3.13 0.85
H 5.99 4.67 -1.10
H 3.89 4.97 -2.35
H 1.50 4.55 -2.62
H -0.52 3.31 -1.96
H -0.66 2.64 2.51
H -2.27 3.75 3.99
H -4.43 4.76 4.36
H -5.54 3.44 4.05
H -5.59 4.87 3.03
H -5.36 3.25 1.07
H -3.74 2.17 -0.45
C 3.36 -5.44 -0.94
C 2.09 -5.25 -0.23
N 1.10 -5.07 0.32
H 3.28 -6.28 -1.63
H 4.15 -5.64 -0.23
H 3.60 -4.54 -1.51
O 2.69 -1.15 -2.73
Se 1.18 -1.62 -2.49
O 0.49 -2.44 -3.70
O 0.02 -0.44 -1.91
O 0.85 -2.56 -1.05
C -2.31 -0.67 -5.09
C -2.40 0.10 -6.43
N -2.36 1.54 -6.17
C -1.05 1.89 -5.61
C -0.76 0.99 -4.38
N -1.98 0.26 -4.00
C -3.08 1.22 -3.85
C -3.40 1.89 -5.22
H -1.54 -1.44 -5.12
H -3.26 -1.15 -4.84
H -3.34 -0.13 -6.95
H -1.58 -0.16 -7.09
H -1.08 2.94 -5.34
H -0.29 1.76 -6.38
H -0.42 1.58 -3.53
H 0.01 0.25 -4.61
H -2.77 1.97 -3.11
H -3.96 0.70 -3.46
H -3.44 2.98 -5.12
H -4.35 1.54 -5.61
*
```

For the energy relative to the best compared isomer or geometry (same formula, charge and spin), the calculation gives 5.62 kcal/mol. The HOMO energy is -11.5420 eV. The frontier orbital gap comes out at 5.3 eV.